Computed, not measured: one molecule with the formula CH6N2S in a non-equilibrium geometry, with the ωB97M-V functional and the def2-TZVPD basis.

Geometry as XYZ:
```
10
Properties=species:S:1:pos:R:3
S 0.2265 1.4475 -1.1162
N 0.5347 0.0308 -0.2851
N -0.3126 -1.2660 -0.9049
C 0.4584 0.0496 1.1399
H 0.7152 -0.9425 1.5066
H -0.5235 0.3454 1.5344
H 1.2072 0.7666 1.4804
H -1.2931 -0.9953 -0.8586
H -0.9830 1.8358 -0.6202
H -0.0298 -1.2719 -1.8764
```

## Properties
Max |F| in eV/Å: 4.1
Gap between HOMO and LUMO in eV: 10.02
E_tot in eV: -14947.6498
LUMO in eV: 0.92
Relative energy (zero: lowest compared OMol25 entry of this formula, charge and spin) in kcal per mole: 44.68
HOMO level in eV: -9.10
Molecular weight in g mol⁻¹: 78.1



Computed, not measured: a 2-piece molecular cluster, CH6N2S2 overall in a non-equilibrium geometry, with the ωB97M-V functional and the def2-TZVPD basis.

Geometry as XYZ:
```
11
Properties=species:S:1:pos:R:3
S -2.2351 -0.6674 -0.2752
S 2.0297 -0.5242 -0.7256
N -1.2293 -0.6713 -1.5102
N 1.7409 0.6476 0.5371
C -1.4716 0.0277 0.9704
H 2.5525 0.6516 1.0986
H -0.3760 0.3006 1.0091
H 1.7364 1.5376 0.1646
H -1.8439 -0.1525 1.9054
H 0.7017 -0.6220 -0.7121
H -1.6055 -0.5277 -2.4619
```

## Properties
Max |F| in eV/Å: 2.8
Gap between HOMO and LUMO in eV: 8.46
E_tot in eV: -25781.7163
LUMO in eV: -0.19
Relative energy (zero: lowest compared OMol25 entry of this formula, charge and spin) in kcal per mole: 73.63
HOMO level in eV: -8.65
Molecular weight in g mol⁻¹: 110.2



Computed, not measured: a 2-piece molecular cluster, CH6N2S2 overall in a non-equilibrium geometry, with the ωB97M-V functional and the def2-TZVPD basis.

Geometry as XYZ:
```
11
Properties=species:S:1:pos:R:3
S 2.9396 0.2108 -0.9368
S 2.7894 -1.7401 -0.2524
N -2.7057 -0.1536 0.2429
N -0.5483 0.9915 0.0838
C -1.4859 0.0968 0.6560
H 2.3276 1.1417 -1.8518
H -3.2852 -0.7615 0.7770
H 1.8013 -1.6147 0.6651
H -0.9510 1.6175 -0.5570
H -1.1249 -0.4017 1.6039
H 0.2430 0.6132 -0.4306
```

## Properties
Max |F| in eV/Å: 4.2
Gap between HOMO and LUMO in eV: 8.53
E_tot in eV: -25782.7948
LUMO in eV: -1.09
Relative energy (zero: lowest compared OMol25 entry of this formula, charge and spin) in kcal per mole: 48.75
HOMO level in eV: -9.62
Molecular weight in g mol⁻¹: 110.2



Computed, not measured: a 2-piece molecular cluster, CH6N2Si overall in a non-equilibrium geometry, with the ωB97M-V functional and the def2-TZVPD basis.

Geometry as XYZ:
```
10
Properties=species:S:1:pos:R:3
Si -0.2642 -0.8243 0.0010
N -2.7448 0.3331 -0.3051
N -1.7614 -0.0335 0.3570
C 0.9778 0.5899 0.0439
H -3.5828 0.4933 0.2278
H -0.3978 -1.7168 -1.6935
H 0.0584 -1.7468 1.0063
H 0.8803 1.1680 0.8757
H 0.8242 1.2868 -0.8969
H 1.9213 0.3124 0.1667
```

## Properties
Max |F| in eV/Å: 5.7
Gap between HOMO and LUMO in eV: 8.42
E_tot in eV: -11988.8025
LUMO in eV: 0.03
Relative energy (zero: lowest compared OMol25 entry of this formula, charge and spin) in kcal per mole: 66.58
HOMO level in eV: -8.39
Molecular weight in g mol⁻¹: 74.2



Computed, not measured: an isolated ion of composition CH6N3 and charge +1 in a non-equilibrium geometry, with the ωB97M-V functional and the def2-TZVPD basis.

Geometry as XYZ:
```
10
Properties=species:S:1:pos:R:3
N 2.2224 0.0889 0.0025
N -1.7717 0.0185 0.0640
N -0.5059 0.6395 0.3660
C 0.7304 0.0343 0.0022
H -1.6840 -0.9845 -0.2946
H -2.4178 0.7292 -0.3557
H -2.2908 0.1207 0.9796
H 2.5592 -0.7036 -0.5273
H 0.5492 -1.0028 -0.4826
H 2.6090 1.0598 0.2459
```

## Properties
Max |F| in eV/Å: 7.2
Gap between HOMO and LUMO in eV: 10.82
E_tot in eV: -5594.1378
Total charge: +1
LUMO in eV: -3.81
Relative energy (zero: lowest compared OMol25 entry of this formula, charge and spin) in kcal per mole: 110.85
HOMO level in eV: -14.63
Molecular weight in g mol⁻¹: 60.1



Computed, not measured: a 2-piece molecular cluster, CH6N3O overall in a non-equilibrium geometry, with the ωB97M-V functional and the def2-TZVPD basis.

Geometry as XYZ:
```
11
Properties=species:S:1:pos:R:3
O 0.8290 -1.5245 1.2444
N 0.3087 1.2830 -1.0875
N -1.2402 -0.3881 -0.3180
N 0.9709 -0.2157 1.1651
C -0.1934 0.3120 -0.3989
H 0.8785 1.8647 -0.5668
H -1.9880 -0.2572 -1.1255
H -0.3119 1.7452 -1.8070
H 0.3083 0.2265 1.8868
H -1.0894 -1.1874 0.2431
H 1.5276 -1.8585 0.7644
```

## Properties
Max |F| in eV/Å: 6.0
Gap between HOMO and LUMO in eV: 10.26
E_tot in eV: -7641.5356
Total charge: +1
LUMO in eV: -4.23
Relative energy (zero: lowest compared OMol25 entry of this formula, charge and spin) in kcal per mole: 70.35
HOMO level in eV: -14.49
Molecular weight in g mol⁻¹: 76.1



Computed, not measured: an isolated ion of composition CH6N3OS and charge +1 in a non-equilibrium geometry, with the ωB97M-V functional and the def2-TZVPD basis.

Geometry as XYZ:
```
12
Properties=species:S:1:pos:R:3
S -1.7614 0.5863 -0.1222
O 0.7123 1.5627 -0.2830
N 2.5419 -0.1917 -0.0209
N -2.8702 -0.5413 -0.1047
N -0.1128 -0.4120 0.1385
C 0.9329 0.3390 0.0259
H -0.0470 -1.3804 0.3855
H 2.6225 -1.0186 0.6128
H 3.2353 0.5455 0.0893
H -3.2075 -0.9865 -1.0646
H -3.3451 -0.7485 0.7201
H 1.2991 2.2456 -0.3767
```

## Properties
Max |F| in eV/Å: 5.9
Gap between HOMO and LUMO in eV: 9.99
E_tot in eV: -18478.6328
Total charge: +1
LUMO in eV: -3.78
Relative energy (zero: lowest compared OMol25 entry of this formula, charge and spin) in kcal per mole: 39.38
HOMO level in eV: -13.77
Molecular weight in g mol⁻¹: 108.1



Computed, not measured: an isolated ion of composition CH6N3OS and charge +1 in a non-equilibrium geometry, with the ωB97M-V functional and the def2-TZVPD basis.

Geometry as XYZ:
```
12
Properties=species:S:1:pos:R:3
S -2.1912 -0.3448 0.0010
O -2.5269 1.2173 -0.0175
N 0.0802 -1.6109 0.4499
N 0.2931 0.5492 -0.5350
N 1.6618 0.8702 -0.0783
C -0.3928 -0.4342 -0.0665
H -3.1619 1.4623 -0.7486
H 2.3454 -0.0109 0.1162
H 0.8076 -2.2329 0.2733
H 1.6070 1.4055 0.8074
H -0.6952 -2.2994 0.6252
H 2.1729 1.4288 -0.8270
```

## Properties
Max |F| in eV/Å: 4.4
Gap between HOMO and LUMO in eV: 9.36
E_tot in eV: -18477.9503
Total charge: +1
LUMO in eV: -3.92
Relative energy (zero: lowest compared OMol25 entry of this formula, charge and spin) in kcal per mole: 55.11
HOMO level in eV: -13.28
Molecular weight in g mol⁻¹: 108.1



Computed, not measured: a 2-piece molecular cluster, CH6N3S overall, with the ωB97M-V functional and the def2-TZVPD basis.

Geometry as XYZ:
```
11
Properties=species:S:1:pos:R:3
S -0.4542 -2.9696 0.5060
N 0.9187 -0.0481 -1.1675
N -0.6098 0.2118 0.6390
N 0.1489 2.0352 -0.5730
C 0.1921 0.6519 -0.3971
H -0.5433 -0.8162 0.8399
H -0.7037 2.5176 -0.3610
H -0.7066 0.8142 1.4338
H 0.5681 2.3552 -1.4293
H 0.2452 -3.7411 1.3599
H 0.9447 -1.0109 -0.8507
```

## Properties
Max |F| in eV/Å: 0.8
Gap between HOMO and LUMO in eV: 7.01
E_tot in eV: -16441.6518
Total charge: -1
LUMO in eV: 3.97
Relative energy (zero: lowest compared OMol25 entry of this formula, charge and spin) in kcal per mole: 6.67
HOMO level in eV: -3.05
Molecular weight in g mol⁻¹: 92.1



Computed, not measured: an isolated ion of composition CH6N3S and charge +1 in a non-equilibrium geometry, with the ωB97M-V functional and the def2-TZVPD basis.

Geometry as XYZ:
```
11
Properties=species:S:1:pos:R:3
S 0.9830 0.3916 2.5710
N -0.1351 1.1411 0.2116
N -0.4790 -1.1586 -0.3492
N 0.7770 0.5579 1.0075
C -0.2623 0.1745 -0.9056
H -1.0757 0.4677 -1.4647
H 0.2661 -1.7988 -0.0887
H -1.2324 -1.7086 -0.6377
H 1.4244 0.1680 0.4288
H -0.9409 1.5756 0.7584
H 0.6749 0.1895 -1.5315
```

## Properties
Max |F| in eV/Å: 4.2
Gap between HOMO and LUMO in eV: 7.42
E_tot in eV: -16429.7643
Total charge: +1
LUMO in eV: -7.11
Relative energy (zero: lowest compared OMol25 entry of this formula, charge and spin) in kcal per mole: 72.83
HOMO level in eV: -14.53
Molecular weight in g mol⁻¹: 92.1



> What is the formula in the sixth record?

CH6N3O



> Among the records above, which one has the highest gap between HOMO and LUMO?

CH6N3



Please write out number 6 again, unchanged.
Computed, not measured: a 2-piece molecular cluster, CH6N3O overall in a non-equilibrium geometry, with the ωB97M-V functional and the def2-TZVPD basis.

Geometry as XYZ:
```
11
Properties=species:S:1:pos:R:3
O 0.8290 -1.5245 1.2444
N 0.3087 1.2830 -1.0875
N -1.2402 -0.3881 -0.3180
N 0.9709 -0.2157 1.1651
C -0.1934 0.3120 -0.3989
H 0.8785 1.8647 -0.5668
H -1.9880 -0.2572 -1.1255
H -0.3119 1.7452 -1.8070
H 0.3083 0.2265 1.8868
H -1.0894 -1.1874 0.2431
H 1.5276 -1.8585 0.7644
```

## Properties
Max |F| in eV/Å: 6.0
Gap between HOMO and LUMO in eV: 10.26
E_tot in eV: -7641.5356
Total charge: +1
LUMO in eV: -4.23
Relative energy (zero: lowest compared OMol25 entry of this formula, charge and spin) in kcal per mole: 70.35
HOMO level in eV: -14.49
Molecular weight in g mol⁻¹: 76.1



> The lowest LUMO belongs to which entry?

number 10